# 1
88
Properties=species:S:1:pos:R:3 method="wB97M-V/def2-TZVPD" e_above_lowest_kcal_mol=7.5 s2=1.0445 homo_energy_ev="-6.870 / -7.863" total_charge=0 gap_ev="6.1058 / 7.5017" spin_multiplicity=2
Co -0.5500 -0.4134 -0.5656
C -2.0341 -2.0486 2.4294
Si -0.7572 -0.8289 1.6567
C 0.9895 -1.4563 2.1706
C 1.1947 -1.8962 3.4708
C 2.4050 -2.4399 3.8581
C 3.4278 -2.5767 2.9329
C 3.2390 -2.1520 1.6300
C 2.0279 -1.5830 1.2455
P 1.7929 -0.9589 -0.4582
C 3.5059 -0.3822 -0.8049
C 4.1420 0.4558 0.1110
C 5.4436 0.8678 -0.1078
C 6.1271 0.4588 -1.2414
C 5.4948 -0.3529 -2.1667
C 4.1905 -0.7610 -1.9571
C 1.7456 -2.4336 -1.5229
C 1.4461 -2.1737 -2.8612
C 1.2711 -3.2114 -3.7516
C 1.3687 -4.5207 -3.3053
C 1.6565 -4.7810 -1.9772
C 1.8470 -3.7429 -1.0792
C -1.1406 0.9237 2.3417
C -1.5753 1.0731 3.6503
C -2.0749 2.2791 4.1080
C -2.1456 3.3642 3.2515
C -1.6909 3.2466 1.9490
C -1.1845 2.0342 1.4944
P -0.4981 1.8566 -0.1865
C -1.3225 3.1512 -1.1669
C -0.8895 4.4747 -1.2302
C -1.5668 5.3801 -2.0278
C -2.6700 4.9791 -2.7659
C -3.0963 3.6626 -2.7109
C -2.4202 2.7503 -1.9219
C 1.1559 2.5953 0.0019
C 1.7021 2.9764 1.2201
C 2.9701 3.5314 1.2645
C 3.7062 3.6923 0.1026
C 3.1752 3.2901 -1.1142
C 1.9093 2.7420 -1.1617
H -1.9058 -2.1295 3.5042
H -1.9546 -3.0474 2.0097
H -3.0294 -1.6603 2.2395
H 0.3975 -1.7995 4.1909
H 2.5517 -2.7550 4.8805
H 4.3728 -3.0107 3.2273
H 4.0350 -2.2584 0.9053
H 3.6216 0.7634 1.0077
H 5.9351 1.5089 0.6086
H 7.1496 0.7626 -1.4042
H 6.0199 -0.6793 -3.0526
H 3.7148 -1.4063 -2.6807
H 1.3166 -1.1446 -3.1814
H 1.0329 -3.0038 -4.7839
H 1.2058 -5.3361 -3.9942
H 1.7140 -5.8022 -1.6273
H 2.0411 -3.9495 -0.0357
H -1.5292 0.2299 4.3206
H -2.4231 2.3698 5.1279
H -2.5639 4.3015 3.5911
H -1.7448 4.0946 1.2789
H -0.0249 4.7937 -0.6628
H -1.2268 6.4049 -2.0739
H -3.1909 5.6942 -3.3861
H -3.9527 3.3376 -3.2814
H -2.7535 1.7233 -1.8755
H 1.1311 2.8494 2.1286
H 3.3812 3.8404 2.2152
H 4.6937 4.1280 0.1441
H 3.7524 3.4028 -2.0209
H 1.4828 2.4333 -2.1079
O -4.7178 0.9391 -0.8409
S -4.0967 -0.0515 -0.0041
O -3.9069 0.3127 1.3761
N -2.6535 -0.5655 -0.6667
C -2.7476 -1.8509 -0.9998
S -1.3272 -2.6030 -1.5037
C -4.0144 -2.4911 -0.7889
C -4.3976 -3.7928 -1.1109
C -5.7053 -4.1647 -0.8689
C -6.6082 -3.2881 -0.2752
C -6.2147 -2.0055 0.0953
C -4.9299 -1.6259 -0.1903
H -3.6839 -4.4714 -1.5494
H -6.0463 -5.1490 -1.1555
H -7.6281 -3.5980 -0.1137
H -6.8914 -1.3219 0.5810

---

# 2
111
Properties=species:S:1:pos:R:3 method="wB97M-V/def2-TZVPD" e_above_lowest_kcal_mol=0.0 s2=0.7541 homo_energy_ev="-4.565 / -4.671" total_charge=-1 gap_ev="6.2401 / 6.3374" spin_multiplicity=2
K 0.9977 -0.3219 2.6068
C 2.8931 4.5305 4.9596
C 1.5827 5.0926 4.4206
N 0.4468 4.2257 4.6462
C 0.1862 3.0826 3.9329
S 0.9511 2.8557 2.4129
N -0.7289 2.3325 4.5270
N -0.9780 1.1204 3.9747
C -2.1031 0.5917 4.3148
C -3.1276 1.3069 5.1527
C -2.3513 -0.8123 3.9078
C -3.6504 -1.3256 3.7963
C -3.8359 -2.6534 3.4569
C -2.7288 -3.4581 3.2401
C -1.4790 -2.8706 3.3596
N -1.2882 -1.5965 3.6783
H 3.7176 5.2217 4.7690
H 3.1172 3.5813 4.4728
H 2.8318 4.3598 6.0367
H 1.6653 5.2581 3.3473
H 1.3586 6.0546 4.8897
H 0.0731 4.1855 5.5827
H -2.9772 2.3792 5.0651
H -3.0132 1.0423 6.2084
H -4.1476 1.0613 4.8603
H -4.5063 -0.6898 3.9668
H -4.8379 -3.0557 3.3662
H -2.8233 -4.5044 2.9838
H -0.5775 -3.4515 3.1900
C -0.8777 1.7037 0.0302
Si 0.1244 2.3738 -1.3506
C 1.9631 2.3000 -0.9209
N 2.3993 0.9717 -0.4814
C 2.6647 0.0438 -1.5963
C 4.1555 -0.2420 -1.8057
C 4.9672 1.0387 -1.6369
C 4.8079 1.5814 -0.2037
C 3.5319 1.0286 0.4438
C -0.3179 4.1782 -1.6593
C -0.1058 5.0980 -0.6251
C -0.4128 6.4414 -0.7886
C -0.9401 6.8951 -1.9906
C -1.1648 5.9981 -3.0242
C -0.8563 4.6537 -2.8559
C -0.1695 1.3975 -2.9431
C 0.4938 1.7412 -4.1258
C 0.3450 0.9943 -5.2847
C -0.4746 -0.1273 -5.2852
C -1.1412 -0.4885 -4.1243
C -0.9891 0.2690 -2.9683
H -1.6338 2.2698 0.5579
H -0.6361 0.7372 0.4549
H 2.0837 2.9973 -0.0850
H 2.5744 2.7065 -1.7467
H 2.2636 0.4837 -2.5126
H 2.1298 -0.8972 -1.4353
H 4.2980 -0.6745 -2.7998
H 4.4961 -0.9868 -1.0824
H 4.6099 1.7791 -2.3599
H 6.0198 0.8625 -1.8692
H 4.7784 2.6736 -0.2163
H 5.6632 1.2993 0.4157
H 3.2487 1.6291 1.3092
H 3.7121 0.0158 0.8092
H 0.2890 4.7548 0.3269
H -0.2431 7.1345 0.0264
H -1.1791 7.9440 -2.1190
H -1.5828 6.3439 -3.9623
H -1.0458 3.9642 -3.6708
H 1.1506 2.6060 -4.1395
H 0.8726 1.2812 -6.1864
H -0.5880 -0.7193 -6.1851
H -1.7727 -1.3690 -4.1181
H -1.5108 -0.0255 -2.0638
N -4.1856 -3.4351 -2.8289
C -4.6149 -4.3350 -3.7801
C -5.7595 -4.4030 -4.5667
C -5.8589 -5.4813 -5.4252
C -4.8531 -6.4580 -5.4959
C -3.7184 -6.3806 -4.7131
C -3.5972 -5.2975 -3.8440
N -2.5771 -4.9761 -2.9647
C -2.9608 -3.8716 -2.3878
C -2.1941 -3.1302 -1.3784
C -0.8179 -3.2931 -1.2941
C -0.1166 -2.5540 -0.3534
N -0.7021 -1.6934 0.4797
C -2.0222 -1.5529 0.4042
C -2.8089 -2.2424 -0.5023
H -4.6157 -2.5600 -2.5880
H -6.5368 -3.6519 -4.5127
H -6.7324 -5.5761 -6.0570
H -4.9741 -7.2869 -6.1811
H -2.9390 -7.1291 -4.7633
H -0.3119 -3.9770 -1.9608
H 0.9584 -2.6506 -0.2472
H -2.4729 -0.8570 1.1039
H -3.8822 -2.0985 -0.4919
C 3.7062 -3.6673 -0.2851
O 3.1087 -2.6006 0.4221
H 3.4741 -4.6385 0.1643
H 4.7941 -3.5614 -0.3440
H 3.3088 -3.6522 -1.3013
H 3.4857 -2.5802 1.3132
F 3.3090 -0.2289 3.5266
As 3.6976 -1.8034 4.1942
F 5.0110 -1.1276 5.0734
F 4.7316 -2.0953 2.8104
F 4.0414 -3.3848 4.7915
F 2.3735 -2.4633 3.2276
F 2.5848 -1.5083 5.4788

---

In the order shown, the computed energy values come out to -137535.12492 -170523.29075 eV.